11
Properties=species:S:1:pos:R:3:forces:R:3 method="wB97M-V/def2-TZVPD" homo_lumo_gap_ev=7.95 de_lowest_ev=5.048
C 0.191713 -1.204294 0.238778 2.0 -1.3 3.9
C -1.086958 1.903234 0.060753 -1.9 0.8 -1.3
H 2.758989 -0.603413 -2.047006 -2.4 -1.7 0.9
H 0.503902 -2.292918 0.592524 -1.2 1.9 -0.5
H -1.282935 -0.909908 1.608236 4.3 2.4 0.0
H -1.260158 1.117365 -0.999620 1.0 2.3 3.7
N 0.574030 -0.730394 -0.824094 1.5 1.6 -2.1
N -0.100117 -0.389031 1.396463 -5.7 -2.5 0.2
S 1.725613 -1.655291 -1.678811 1.7 1.1 -1.4
S -0.088127 1.364724 1.561664 -1.5 -1.2 -3.3
S -1.935954 3.399925 0.091112 2.1 -3.3 -0.1

---

103
Properties=species:S:1:pos:R:3:forces:R:3 method="wB97M-V/def2-TZVPD" spin_multiplicity=2 total_charge=+2 homo_lumo_gap_ev="6.51 / 6.82" de_lowest_ev=0.000
Re 0.193257 -0.056194 -0.795879 -0.1 0.1 0.4
C -2.836297 2.035231 -0.971243 -0.1 0.0 0.0
C -3.749619 1.181053 -0.109056 0.0 0.0 0.0
S -2.982931 0.166770 1.168304 0.0 0.0 0.0
C -2.518063 1.344896 2.442993 -0.1 0.0 0.1
C -1.456767 2.370507 2.083673 0.0 0.0 0.1
S 0.029941 1.672406 1.293527 0.1 -0.2 0.0
C 0.630932 3.209805 0.545026 0.1 0.0 0.0
C 1.823221 2.977859 -0.363316 0.0 0.0 0.0
S 1.645752 1.709883 -1.647912 -0.1 -0.1 0.0
C 0.659835 2.461809 -2.968559 0.0 0.0 0.0
C -0.807700 2.648404 -2.654770 0.0 0.0 0.0
S -1.571677 1.151577 -1.932803 0.1 -0.1 0.0
H -2.325350 2.797500 -0.392631 0.0 0.0 0.0
H -3.429828 2.537436 -1.738962 0.0 0.0 0.0
H -4.297326 0.468813 -0.727929 0.0 0.0 0.0
H -4.492591 1.840032 0.346242 0.0 0.0 0.0
H -2.167897 0.705024 3.254960 0.0 0.0 0.0
H -3.396340 1.876611 2.815171 0.0 0.0 0.0
H -1.099282 2.862595 2.989870 0.0 0.0 0.0
H -1.851925 3.141454 1.428574 0.0 0.0 0.0
H 0.925267 3.875074 1.357842 0.0 0.0 0.0
H -0.195197 3.675413 0.011578 0.0 0.0 0.0
H 2.687223 2.639018 0.210082 0.0 0.0 0.0
H 2.106997 3.903667 -0.864888 0.0 0.0 0.0
H 0.802593 1.767448 -3.797923 0.0 0.0 0.0
H 1.120857 3.410366 -3.246490 0.0 0.0 0.0
H -1.358787 2.876166 -3.567199 0.0 0.0 0.0
H -0.961940 3.467413 -1.956423 0.0 0.1 0.0
C -0.032244 -3.924601 5.510126 0.0 0.0 0.0
C 1.404702 -3.778159 5.039274 0.0 0.0 0.0
C 2.292039 -3.216901 6.135534 0.0 0.0 0.0
C 3.722916 -3.074387 5.651751 0.0 0.0 -0.1
C 3.767942 -2.209598 4.422431 0.0 -0.1 0.1
C 4.877311 -1.461190 4.119747 0.1 0.0 0.0
C 4.908979 -0.677087 2.965657 0.0 0.0 0.0
F 6.009231 0.030672 2.709508 0.0 0.0 0.0
C 3.856781 -0.618131 2.103952 0.0 0.0 0.0
C 2.704915 -1.366582 2.396480 0.0 0.0 -0.1
C 1.589068 -1.339285 1.486981 0.1 0.2 0.0
O 1.713284 -0.571955 0.435406 -0.1 -0.1 -0.1
C 0.492447 -2.133813 1.779568 -0.2 0.0 -0.1
C 0.509712 -2.880196 2.951145 -0.1 0.0 0.0
N 1.502186 -2.897566 3.819339 0.1 0.0 0.0
C 2.656773 -2.158533 3.554647 -0.1 -0.1 0.0
C -0.704508 -2.391893 0.890470 0.1 0.4 0.1
O -1.433072 -3.315443 1.149437 -0.1 -0.1 0.0
O -0.926688 -1.568492 -0.109137 0.2 -0.3 -0.1
H -0.018634 -4.435549 6.471710 0.0 0.0 0.0
H -0.651949 -4.523533 4.844494 0.0 0.0 0.0
H -0.497649 -2.947449 5.654484 0.0 0.0 0.0
H 1.791628 -4.753321 4.733681 0.0 0.0 0.0
H 2.244017 -3.894433 6.986489 0.0 0.0 0.0
H 1.896516 -2.251112 6.464816 0.0 0.0 0.0
H 4.125908 -4.063081 5.411931 0.0 0.0 0.0
H 4.363017 -2.653485 6.425397 0.0 0.0 0.0
H 5.743659 -1.472531 4.769864 0.0 0.0 0.0
H 3.907924 -0.023308 1.204658 0.0 0.0 0.0
H -0.349775 -3.504549 3.147805 0.0 0.0 0.0
C 1.318394 -3.068243 -5.782757 -0.1 0.1 0.0
C 2.563805 -3.279217 -4.942272 0.0 -0.1 0.0
C 3.347392 -4.489537 -5.421525 0.0 0.0 0.0
C 3.435528 -2.036795 -4.922394 0.0 0.1 0.0
O 2.207442 -3.572962 -3.563496 -0.1 0.1 0.1
Si 0.944974 -3.371017 -2.595369 -0.3 -0.2 -0.2
S 0.668425 -1.126625 -2.631928 0.4 0.0 -0.1
O -0.530289 -3.643460 -3.159145 0.1 -0.1 0.0
C -1.414816 -4.811516 -3.170641 0.0 0.0 0.1
C -2.470706 -4.504970 -4.212567 0.0 0.1 -0.1
C -2.019550 -4.941792 -1.783744 0.0 0.0 0.0
C -0.609503 -6.043025 -3.551557 0.0 0.0 0.0
O 1.264405 -4.017806 -1.155965 0.1 0.1 0.1
C 2.469059 -4.702191 -0.666704 0.0 -0.1 -0.2
C 2.770053 -5.914815 -1.539603 0.0 0.1 0.0
C 3.629445 -3.723036 -0.664086 0.1 0.1 0.0
C 2.129846 -5.172146 0.733294 -0.1 0.0 0.1
H 1.610538 -2.867381 -6.813313 0.0 0.0 0.0
H 0.728290 -2.218331 -5.423165 0.1 -0.1 0.0
H 0.685955 -3.956245 -5.772418 0.0 0.0 0.0
H 3.677901 -4.340137 -6.450103 0.0 0.0 0.0
H 2.723980 -5.384513 -5.386474 0.0 0.0 0.0
H 4.226262 -4.649318 -4.795232 0.0 0.0 0.0
H 3.772244 -1.800446 -5.932404 0.0 0.0 0.0
H 4.313162 -2.199334 -4.295361 0.0 0.0 0.0
H 2.878666 -1.179345 -4.536561 0.0 0.0 0.0
H -2.991960 -3.581159 -3.958594 0.0 0.0 0.0
H -3.199790 -5.314303 -4.256368 0.0 0.0 0.0
H -2.016299 -4.393310 -5.198351 0.0 0.0 0.0
H -2.586437 -4.044733 -1.530104 0.0 0.0 0.0
H -1.240606 -5.078808 -1.031506 0.0 0.0 0.0
H -2.692571 -5.799515 -1.749522 0.0 0.0 0.0
H -0.107214 -5.898443 -4.510081 0.0 0.0 0.0
H -1.267073 -6.908298 -3.641043 0.0 0.0 0.0
H 0.138261 -6.268700 -2.790489 0.0 0.0 0.0
H 2.971700 -5.620951 -2.567288 0.0 0.0 0.0
H 1.934229 -6.613888 -1.517110 0.0 0.0 0.0
H 3.649839 -6.434551 -1.156888 0.0 0.0 0.0
H 3.847345 -3.376161 -1.676704 0.0 -0.1 0.1
H 4.519043 -4.214182 -0.268028 0.0 0.0 0.0
H 3.413050 -2.855345 -0.036851 -0.1 0.0 0.0
H 1.279114 -5.855057 0.711830 0.0 0.0 0.0
H 1.862129 -4.326310 1.361349 0.1 0.1 0.1
H 2.986584 -5.689358 1.166192 0.0 0.0 0.0

---

95
Properties=species:S:1:pos:R:3:forces:R:3 method="wB97M-V/def2-TZVPD" total_charge=+2 homo_lumo_gap_ev=4.85
Pb -0.027055 -0.901943 -0.295832 0.1 0.0 -0.2
N 3.492233 -0.709709 2.688295 0.0 0.0 0.0
C 2.342075 -0.558016 2.011277 0.0 0.0 -0.1
S 2.497697 -0.451714 0.271989 0.1 -0.1 0.0
N 1.256716 -0.467148 2.733208 0.0 0.0 0.1
N 0.077243 -0.340282 2.066475 -0.1 -0.1 0.0
C -0.916475 0.133143 2.740381 0.0 -0.2 0.0
C -0.813930 0.575493 4.153798 -0.1 0.0 0.1
C -0.389188 -0.293095 5.156621 0.0 0.0 0.0
C -0.336240 0.136489 6.472129 0.0 0.0 0.0
C -0.681887 1.441537 6.797156 0.0 0.1 0.0
C -1.094067 2.315794 5.802371 -0.1 -0.1 0.1
C -1.173433 1.879183 4.488869 -0.2 -0.3 0.0
C -2.234196 0.247392 2.058254 0.0 0.0 0.0
C -3.404138 0.520988 2.756344 0.0 0.0 0.1
C -4.592114 0.648088 2.051683 0.0 0.0 0.0
C -4.589656 0.487400 0.675785 0.0 0.0 0.0
C -3.387536 0.171302 0.064197 0.0 -0.1 0.0
N -2.248403 0.056542 0.736255 0.0 0.0 0.0
H 4.368640 -0.744977 2.200291 0.0 0.0 0.0
H 3.475098 -0.728061 3.694544 0.0 0.0 0.0
H -0.094452 -1.301306 4.904772 0.0 0.0 0.0
H -0.015743 -0.547778 7.246132 0.0 0.0 0.0
H -0.634760 1.774759 7.825080 0.0 0.0 0.0
H -1.361035 3.334742 6.049126 0.0 0.0 0.0
H -1.505211 2.561926 3.713556 -0.1 -0.1 0.1
H -3.387553 0.616807 3.832220 0.0 0.0 0.0
H -5.512375 0.862615 2.578232 0.0 0.0 0.0
H -5.495916 0.579665 0.094646 0.0 0.0 0.0
H -3.335945 -0.019880 -1.003484 0.0 0.0 0.0
C -1.817973 6.961900 -2.863475 0.0 0.0 0.0
C -1.519139 5.517090 -2.566783 0.0 0.0 0.0
C -1.989836 4.491549 -3.420602 0.0 -0.1 0.1
C -1.726167 3.124084 -3.248142 0.0 0.0 -0.1
C -2.235333 2.096958 -4.222640 0.0 0.0 0.0
C -0.955849 2.785553 -2.167271 -0.1 0.1 -0.1
C -0.500702 3.765426 -1.218868 0.0 0.1 0.1
C -0.781707 5.156073 -1.472560 0.0 0.1 -0.1
N 0.123260 3.216548 -0.216181 0.1 -0.1 -0.1
C 0.671458 3.827852 0.942070 0.1 0.1 0.2
C -0.226970 4.863263 1.654473 0.0 0.1 -0.1
C 0.514785 5.416817 2.875747 0.1 0.0 0.0
C 1.808183 6.097667 2.415725 0.0 0.0 0.0
C 2.713885 5.070073 1.734973 0.0 0.0 0.0
C 3.044534 3.936337 2.710070 -0.1 0.0 0.0
C 1.744050 3.260902 3.155617 0.0 0.0 0.0
C 0.843604 4.284291 3.852038 -0.1 0.1 -0.1
C 1.021385 2.703150 1.930003 -0.1 0.1 0.0
C 2.022411 4.507252 0.492267 -0.1 -0.2 0.0
H -2.381735 7.071988 -3.787032 0.0 0.0 0.0
H -0.895423 7.534300 -2.959075 0.0 0.0 0.0
H -2.400898 7.405551 -2.056451 0.0 0.0 0.0
H -2.576401 4.788179 -4.284733 0.0 0.0 0.0
H -2.534598 2.556589 -5.162371 0.0 0.0 0.0
H -3.105252 1.577677 -3.817765 0.0 0.0 0.0
H -1.467826 1.354376 -4.437126 0.0 0.0 0.0
H -0.647607 1.772407 -1.951942 -0.1 -0.1 -0.1
H -0.376996 5.925650 -0.830880 0.0 -0.1 0.0
H -1.145667 4.353250 1.961405 0.0 0.0 0.0
H -0.511101 5.684915 0.994388 0.1 -0.1 0.2
H -0.132654 6.150590 3.360093 0.0 0.0 0.0
H 2.324737 6.531885 3.273636 0.0 0.0 0.0
H 1.580538 6.918175 1.728072 0.0 0.0 0.0
H 3.634747 5.552597 1.397712 0.0 0.0 0.0
H 3.572229 4.340017 3.576506 0.0 0.0 0.0
H 3.706047 3.208343 2.232753 0.0 0.0 0.0
H 1.965484 2.436792 3.836910 0.0 0.0 0.0
H 1.344929 4.688944 4.733939 0.0 0.0 0.0
H -0.077632 3.803559 4.196129 0.4 0.4 -0.1
H 0.094831 2.201519 2.232408 0.2 0.2 -0.1
H 1.639701 1.963590 1.414275 0.0 0.1 0.0
H 2.644217 3.749590 0.011180 0.0 0.0 0.0
H 1.816104 5.293086 -0.234946 -0.1 0.1 0.0
C -0.236967 -4.024587 -2.526364 0.0 0.0 0.0
C -0.794815 -4.462173 -1.172722 0.0 0.1 0.0
P 0.066573 -3.709699 0.259175 -0.1 -0.1 0.1
C -0.828572 -4.405848 1.711712 0.0 0.1 0.0
C -1.275034 -3.372429 2.740419 0.0 0.0 0.0
C 1.672209 -4.588160 0.282427 0.0 0.1 0.0
C 2.611365 -4.146530 1.402017 -0.1 0.0 0.0
H -0.733779 -4.563831 -3.331417 0.0 0.0 0.0
H 0.831045 -4.225034 -2.612682 0.0 0.0 0.0
H -0.394858 -2.957954 -2.699872 0.0 0.0 0.0
H -0.727114 -5.547106 -1.056486 0.0 0.0 0.0
H -1.851908 -4.196700 -1.089973 0.0 0.0 0.0
H -0.166236 -5.140483 2.172919 0.0 0.0 0.0
H -1.690405 -4.949790 1.319995 0.0 0.0 0.0
H -0.419090 -2.843894 3.160008 0.0 0.0 0.0
H -1.810984 -3.856338 3.556640 0.0 0.0 0.0
H -1.945486 -2.635452 2.293523 0.0 0.0 0.0
H 2.139748 -4.468995 -0.696230 0.0 0.0 0.0
H 1.415484 -5.646339 0.392406 0.0 0.0 -0.1
H 3.010261 -3.151971 1.209442 0.0 0.0 0.0
H 3.446658 -4.840809 1.479984 0.0 0.0 0.0
H 2.105903 -4.131809 2.370103 0.0 0.0 0.0

---

84
Properties=species:S:1:pos:R:3:forces:R:3 method="wB97M-V/def2-TZVPD" spin_multiplicity=4 total_charge=-2 homo_lumo_gap_ev="4.89 / 4.87" de_lowest_ev=1.478
Nd -0.991221 -0.535901 -0.505965 1.3 0.3 -0.7
C -0.354258 -0.961800 1.921352 -0.1 0.0 0.1
Si 0.830361 -1.589992 3.121741 0.1 -0.1 0.0
C 2.336493 -0.441590 3.332535 0.1 0.0 0.1
N 2.635571 0.269951 2.101504 -0.1 0.1 0.0
C 3.239224 -0.550769 1.047616 0.0 0.0 0.0
C 4.739910 -0.276316 0.856900 0.0 0.0 0.0
C 5.391987 0.118069 2.178701 0.0 0.0 0.0
C 4.765672 1.409715 2.728839 0.0 0.0 0.0
C 3.307048 1.540442 2.245673 0.1 -0.1 0.0
C 1.466078 -3.331835 2.718405 0.0 -0.1 0.0
C 2.235975 -4.080287 3.615888 0.0 0.0 0.0
C 2.712354 -5.342561 3.290990 0.0 0.0 0.0
C 2.429621 -5.888017 2.043827 0.0 0.0 0.0
C 1.683973 -5.159326 1.129945 0.0 0.0 0.0
C 1.210666 -3.896841 1.467370 0.0 0.1 0.0
C 0.092262 -1.740162 4.886554 -0.1 0.0 0.0
C -0.254717 -2.947825 5.497169 0.0 0.0 0.0
C -0.925385 -2.987247 6.715993 0.0 0.0 0.0
C -1.274703 -1.808822 7.357815 0.0 0.0 0.0
C -0.949668 -0.592834 6.769510 0.0 0.0 0.0
C -0.280230 -0.566956 5.554329 0.0 0.0 0.0
H -0.481107 0.116701 2.137654 0.0 -0.1 -0.1
H -1.334500 -1.409578 2.147186 0.0 -0.1 0.0
H 3.198012 -1.020277 3.721248 0.0 0.0 0.1
H 2.098643 0.293567 4.109752 -0.1 0.0 0.0
H 2.727395 -0.364204 0.105020 -0.1 0.0 -0.1
H 3.081865 -1.601974 1.295544 0.0 0.0 0.0
H 4.870886 0.526027 0.122936 0.0 0.0 0.0
H 5.217865 -1.160304 0.430524 0.0 0.0 0.0
H 6.473250 0.236905 2.062750 0.0 0.0 0.0
H 5.245347 -0.694334 2.896721 0.0 0.0 0.0
H 5.336800 2.283089 2.394419 0.0 0.0 0.0
H 4.806639 1.407661 3.822155 0.0 0.0 0.0
H 3.286400 2.027441 1.265915 0.0 0.0 0.0
H 2.730768 2.177172 2.922360 0.0 0.0 0.0
H 2.471685 -3.666172 4.592215 0.0 0.0 0.0
H 3.307809 -5.899578 4.006038 0.0 0.0 0.0
H 2.802372 -6.872035 1.782517 0.0 0.0 0.0
H 1.483667 -5.560104 0.143653 0.0 0.0 0.0
H 0.665666 -3.316808 0.730988 0.0 0.0 0.0
H -0.005503 -3.882730 5.007801 0.0 0.0 0.0
H -1.183883 -3.943000 7.159286 0.0 0.0 0.0
H -1.807217 -1.835444 8.301507 0.0 0.0 0.0
H -1.232412 0.336027 7.251418 0.0 0.0 0.0
H -0.065535 0.394773 5.099016 0.0 0.0 0.0
C -5.143446 -5.186131 4.114105 0.0 0.0 0.0
C -4.927600 -3.843704 3.465080 0.1 -0.2 0.3
C -5.704453 -3.444529 2.394248 -0.3 0.2 -0.4
C -5.479237 -2.230489 1.759612 -0.3 -0.2 -0.1
C -4.455851 -1.399198 2.188614 -0.1 0.0 -0.3
C -3.699609 -1.765360 3.275462 0.3 -0.2 0.5
C -3.940225 -2.983149 3.908061 0.4 0.2 0.2
S -4.070504 0.085626 1.283129 -0.1 0.3 -0.3
O -5.356040 0.723816 1.073305 0.0 0.0 0.0
O -3.088016 0.784081 2.081354 0.0 0.0 0.0
N -3.387150 -0.361245 -0.064464 -0.5 -0.1 0.1
C -4.288468 -0.800354 -1.135286 0.0 0.0 0.1
C -3.521572 -0.911804 -2.455807 0.0 0.0 0.1
O -4.097755 -0.631417 -3.499775 0.0 -0.2 -0.1
O -2.305983 -1.332285 -2.332136 -0.1 0.2 0.1
H -6.205676 -5.414742 4.214635 0.0 0.0 0.0
H -4.690614 -5.223498 5.105468 0.0 0.0 0.0
H -4.694380 -5.985229 3.520752 0.0 0.0 0.0
H -6.503662 -4.093959 2.050970 0.0 0.0 -0.1
H -6.112268 -1.908131 0.943190 0.0 0.0 0.0
H -2.928571 -1.092520 3.627904 0.0 -0.1 0.0
H -3.331606 -3.262010 4.761974 0.0 0.0 0.0
H -5.132100 -0.122988 -1.258771 0.0 0.0 0.0
H -4.688491 -1.809207 -0.943422 0.0 0.0 0.0
S 1.686834 0.306195 -2.288254 -0.2 0.0 0.2
C 0.945882 -1.347008 -2.129176 -0.5 -0.1 0.0
N 0.428164 -1.807021 -3.446937 0.1 0.0 -0.1
C 0.205658 -3.227685 -3.323269 0.0 0.0 0.0
C 1.586916 -3.796679 -3.012960 0.0 0.0 0.0
S 2.273707 -2.612105 -1.817465 0.1 0.1 0.1
H -0.457704 -1.342114 -3.624187 0.0 0.0 0.1
H -0.218289 -3.637431 -4.244447 0.0 0.0 0.0
H -0.477011 -3.479105 -2.490553 0.0 0.0 0.0
H 2.196802 -3.822685 -3.916378 0.0 0.0 0.0
H 1.541987 -4.794708 -2.571936 0.0 0.0 0.0
C 0.338653 1.356796 -1.640945 -0.2 -0.1 0.1
H -0.166515 1.829157 -2.490749 0.0 0.0 0.0
H 0.786826 2.156402 -1.041506 0.0 -0.1 0.1